10
Properties=species:S:1:pos:R:3:nbo_charge:R:1 method="wB97M-V/def2-TZVPD" smiles="NN(C=O)C=O" relative_energy_kcal_mol=70.3 e_lumo_ev=0.38 homo_lumo_gap_ev=10.55 e_homo_ev=-10.17
N -0.09 -1.63 -0.78 -0.642
N -0.16 -0.45 -0.11 -0.366
C 0.52 -0.39 1.17 0.518
O 0.71 0.67 1.74 -0.499
C -0.46 0.55 -1.02 0.531
O -0.54 1.76 -0.89 -0.524
H -0.89 -2.23 -0.48 0.356
H 0.83 -2.21 -0.52 0.360
H 0.83 -1.42 1.62 0.134
H -0.79 -0.03 -1.97 0.132



18
Properties=species:S:1:pos:R:3:nbo_charge:R:1 method="wB97M-V/def2-TZVPD" relative_energy_kcal_mol=81.7 e_lumo_ev=-0.02 homo_lumo_gap_ev=8.89 e_homo_ev=-8.91
H 2.34 0.30 1.18 0.367
N 1.43 0.51 0.76 -0.725
C 0.60 0.42 1.75 0.303
N 1.02 0.62 3.10 -0.839
H -0.16 -0.37 1.74 0.214
H 2.03 0.72 3.02 0.353
H 0.63 1.49 3.45 0.391
N -1.13 -2.08 -1.88 -0.848
C -0.28 -0.92 -1.63 -0.250
C -1.15 0.27 -1.22 -0.062
O -0.44 1.34 -0.66 -0.756
H -1.58 -2.03 -2.78 0.353
H -0.62 -2.96 -1.84 0.359
H 0.31 -0.63 -2.52 0.164
H 0.46 -1.14 -0.86 0.195
H -1.92 -0.11 -0.53 0.147
H -1.73 0.64 -2.07 0.165
H 0.26 1.03 0.00 0.471



10
Properties=species:S:1:pos:R:3:nbo_charge:R:1 method="wB97M-V/def2-TZVPD" smiles=ClC(Cl)Cl.ClC(Cl)Cl relative_energy_kcal_mol=4.1 e_lumo_ev=0.37 homo_lumo_gap_ev=11.50 e_homo_ev=-11.14
Cl -0.93 -3.67 -1.71 0.024
C -1.35 -2.32 -0.62 -0.261
Cl 0.06 -1.27 -0.32 -0.008
Cl -1.99 -2.95 0.93 0.013
H -2.11 -1.68 -1.07 0.232
Cl 1.40 3.33 -0.90 0.020
C 1.26 2.25 0.51 -0.264
Cl -0.16 2.74 1.50 -0.007
Cl 2.76 2.37 1.45 0.020
H 1.07 1.21 0.23 0.230



91
Properties=species:S:1:pos:R:3:lowdin_charge:R:1 method="wB97M-V/def2-TZVPD" charge=-2 spin_multiplicity=2 e_lumo_ev="3.89 / 3.88" homo_lumo_gap_ev="4.08 / 6.62" e_homo_ev="-0.19 / -2.74"
Hg 0.63 0.37 -0.65 0.582
N 3.63 -2.11 -1.41 0.047
C 4.90 -1.41 -1.25 -0.338
C 5.36 -0.75 -2.57 -0.153
C 4.45 0.37 -3.16 -0.155
C 5.01 1.80 -3.02 -0.173
N 4.89 2.38 -1.69 0.094
C 3.80 3.00 -1.24 -0.461
N 3.59 3.05 0.08 0.203
N 3.00 3.71 -2.04 0.211
C 4.88 -0.39 -0.10 -0.686
O 5.96 0.23 0.11 -0.089
O 3.79 -0.17 0.48 -0.131
H 3.17 -1.84 -2.28 0.052
H 3.02 -1.81 -0.66 0.020
H 5.67 -2.15 -0.99 0.128
H 5.43 -1.55 -3.31 0.104
H 6.36 -0.35 -2.41 0.100
H 3.46 0.34 -2.69 0.092
H 4.29 0.18 -4.22 0.107
H 4.51 2.46 -3.73 0.100
H 6.07 1.79 -3.26 0.118
H 5.42 1.86 -0.97 0.124
H 3.75 2.14 0.55 0.114
H 2.76 3.57 0.34 0.048
H 3.04 3.60 -3.04 0.099
H 2.18 4.15 -1.60 0.113
O -3.45 -0.75 2.47 -0.105
P -2.11 0.06 2.75 0.273
O -2.09 0.79 4.02 -0.257
O -1.00 -1.06 2.66 -0.259
O -1.83 0.91 1.44 -0.399
P -3.07 1.72 0.63 0.157
O -3.89 0.38 0.12 -0.165
O -3.86 2.42 1.66 -0.287
O -2.50 2.39 -0.55 -0.362
H -3.80 -0.49 1.59 0.032
H -3.48 0.15 -0.73 0.090
C -1.67 1.66 -4.82 -0.109
C -0.48 1.56 -4.12 -0.229
N 0.14 0.39 -3.91 -0.008
C -0.40 -0.71 -4.42 -0.113
C -1.59 -0.75 -5.18 -0.224
C -2.23 0.51 -5.34 -0.070
C -2.22 -1.90 -5.75 -0.105
C -1.91 -3.26 -5.92 -0.106
C -0.81 -4.10 -5.66 -0.315
C -0.88 -5.47 -6.06 -0.075
C 0.18 -6.29 -5.81 -0.217
N 1.32 -5.87 -5.21 0.004
C 1.30 -4.58 -4.88 -0.281
N 0.36 -3.69 -5.06 0.082
H -2.14 2.62 -4.96 0.087
H 0.01 2.44 -3.71 0.073
H 0.13 -1.63 -4.25 0.073
H -3.17 0.56 -5.88 0.094
H -3.19 -1.65 -6.18 0.072
H -2.72 -3.80 -6.41 0.074
H -1.77 -5.85 -6.55 0.084
H 0.17 -7.34 -6.09 0.079
H 2.21 -4.22 -4.38 0.090
C 1.13 0.00 4.40 -0.142
Si 0.09 -1.47 3.84 0.480
C -0.90 -2.18 5.30 -0.149
C 1.11 -2.82 3.03 -0.228
C 0.70 -3.43 1.85 -0.085
C 1.47 -4.43 1.26 -0.082
C 2.66 -4.83 1.85 -0.096
C 3.07 -4.24 3.03 -0.100
C 2.30 -3.25 3.62 -0.104
H 1.78 -0.24 5.24 0.025
H 0.46 0.81 4.70 0.018
H 1.76 0.34 3.58 0.036
H -0.27 -2.46 6.14 0.021
H -1.46 -3.06 4.99 0.030
H -1.62 -1.43 5.64 0.024
H -0.22 -3.11 1.38 0.100
H 1.15 -4.88 0.33 0.105
H 3.27 -5.57 1.36 0.097
H 4.01 -4.54 3.49 0.093
H 2.63 -2.80 4.55 0.095
C -0.32 3.37 2.63 -0.232
S -0.35 3.42 0.82 0.758
C -1.56 4.77 0.74 -0.250
O 0.96 4.15 0.52 -0.626
H -0.12 4.37 3.00 0.054
H 0.49 2.69 2.91 0.042
H -1.26 2.98 3.00 0.034
H -2.44 4.46 1.31 0.036
H -1.83 4.92 -0.30 0.047
H -1.09 5.66 1.16 0.049



67
Properties=species:S:1:pos:R:3:nbo_charge:R:1 method="wB97M-V/def2-TZVPD" relative_energy_kcal_mol=82.4 charge=+1 spin_multiplicity=3 e_lumo_ev="-3.80 / -5.56" homo_lumo_gap_ev="6.70 / 4.94" e_homo_ev="-10.50 / -10.50"
Ni 4.72 6.09 14.11 0.883
C 7.41 7.68 11.77 -0.879
As 5.93 7.73 13.13 0.923
C 5.12 9.49 12.68 -0.904
C 7.09 8.19 14.64 -0.736
C 8.07 7.18 15.28 -0.077
C 7.51 6.90 16.73 -0.614
C 8.26 5.85 14.51 -0.698
As 6.60 4.87 14.01 0.830
C 6.64 3.68 15.63 -0.910
C 7.60 3.58 12.86 -0.827
C 9.40 7.96 15.27 -0.731
As 11.18 7.43 15.97 0.911
C 10.74 6.10 17.42 -0.949
C 11.69 6.23 14.49 -0.968
H 7.08 7.84 10.74 0.265
H 7.85 6.68 11.78 0.249
H 8.17 8.45 12.00 0.234
H 5.63 10.26 13.28 0.243
H 4.04 9.49 12.90 0.246
H 5.38 9.63 11.62 0.257
H 6.32 8.52 15.39 0.230
H 7.63 9.11 14.30 0.254
H 6.38 6.74 16.66 0.188
H 7.68 7.75 17.39 0.232
H 7.96 5.99 17.18 0.226
H 8.77 5.08 15.13 0.242
H 8.85 5.99 13.58 0.244
H 7.64 3.24 15.75 0.242
H 5.87 2.93 15.41 0.227
H 6.33 4.30 16.49 0.224
H 8.26 2.95 13.46 0.217
H 8.18 4.18 12.16 0.249
H 6.88 3.01 12.26 0.290
H 9.24 8.84 15.91 0.222
H 9.71 8.27 14.25 0.224
H 10.03 6.52 18.13 0.225
H 11.69 5.93 17.98 0.244
H 10.37 5.16 16.97 0.208
H 11.32 6.62 13.52 0.223
H 11.32 5.20 14.59 0.216
H 12.77 6.20 14.39 0.242
N 2.49 3.73 13.92 -0.741
C 2.71 4.94 14.50 0.247
S 2.68 6.37 13.47 -0.127
N 2.64 4.97 15.86 -0.548
C 2.90 6.03 16.75 0.097
C 3.26 7.33 16.39 -0.236
C 3.34 8.31 17.37 -0.198
C 3.12 7.96 18.70 -0.196
C 2.80 6.67 19.05 -0.177
C 2.71 5.70 18.09 -0.214
H 2.70 3.65 12.92 0.473
H 2.67 2.86 14.43 0.406
H 2.56 4.08 16.37 0.420
H 3.53 7.63 15.35 0.209
H 3.58 9.36 17.14 0.235
H 3.20 8.73 19.47 0.233
H 2.55 6.45 20.08 0.239
H 2.45 4.66 18.33 0.216
Cl 4.70 5.22 7.97 -0.087
C 5.08 3.68 8.81 -0.463
C 5.22 3.83 10.36 0.761
O 4.28 3.35 11.05 -0.793
O 6.27 4.43 10.75 -0.810
H 6.05 3.39 8.40 0.221
H 4.29 2.98 8.56 0.221



100
Properties=species:S:1:pos:R:3:lowdin_charge:R:1 method="wB97M-V/def2-TZVPD" charge=+1 e_lumo_ev=-3.27 homo_lumo_gap_ev=8.41 e_homo_ev=-11.69
C 1.88 2.83 0.30 -0.239
P 0.80 1.44 -0.04 0.958
O -0.16 1.40 1.28 -0.306
N 2.03 0.10 0.26 -0.025
C 2.53 -0.41 1.36 -0.463
N 1.83 -0.32 2.58 0.164
N 3.73 -1.03 1.40 0.207
H 2.05 3.06 1.36 0.058
H 1.45 3.70 -0.23 0.056
H 2.87 2.59 -0.13 0.034
H -0.97 0.89 1.09 0.041
H 2.40 -0.24 -0.62 0.122
H 0.85 -0.48 2.43 0.089
H 1.98 0.53 3.12 0.102
H 3.81 -1.74 2.12 0.121
H 4.09 -1.36 0.51 0.134
C -1.39 1.95 -2.93 -0.175
O -0.18 1.38 -3.39 -0.160
H -1.27 2.19 -1.87 0.031
H -1.63 2.87 -3.47 0.070
H -2.22 1.25 -3.05 0.064
H -0.27 1.14 -4.32 0.064
C 5.36 2.90 1.12 -0.134
O 4.98 1.65 0.52 -0.165
H 5.33 3.66 0.34 0.088
H 4.65 3.18 1.91 0.074
H 6.36 2.84 1.54 0.074
H 5.03 0.99 1.21 0.038
C -4.55 0.49 -5.90 -0.149
O -3.72 1.20 -4.98 -0.145
H -4.45 -0.57 -5.66 0.077
H -5.60 0.77 -5.79 0.065
H -4.23 0.64 -6.94 0.080
H -3.82 2.14 -5.18 0.080
C -7.69 0.40 -3.01 -0.158
O -6.57 1.19 -3.39 -0.135
H -8.52 0.68 -3.67 0.075
H -7.51 -0.67 -3.15 0.067
H -7.99 0.59 -1.98 0.075
H -5.82 0.95 -2.84 0.068
C -0.49 2.28 5.09 -0.124
O 0.13 1.18 4.40 -0.158
H -0.46 2.04 6.15 0.084
H 0.05 3.21 4.92 0.082
H -1.53 2.40 4.78 0.080
H 0.06 1.40 3.46 0.020
C -0.09 -2.97 -0.22 -0.141
O 0.83 -3.88 0.39 -0.115
H -0.61 -3.56 -0.97 0.089
H -0.81 -2.58 0.49 0.055
H 0.42 -2.14 -0.74 0.056
H 1.33 -3.45 1.09 0.053
C -0.91 -1.69 -4.69 -0.147
O 0.29 -1.00 -5.02 -0.125
H -1.69 -1.30 -5.35 0.076
H -0.82 -2.77 -4.86 0.079
H -1.21 -1.51 -3.66 0.071
H 0.99 -1.31 -4.45 0.076
C -8.97 -2.70 -6.03 -0.154
O -8.51 -1.48 -5.45 -0.135
H -9.29 -3.33 -5.20 0.079
H -9.83 -2.54 -6.69 0.077
H -8.18 -3.21 -6.58 0.076
H -8.23 -0.90 -6.16 0.076
C 7.73 -0.49 0.80 -0.157
O 8.15 0.80 1.23 -0.120
H 7.42 -1.04 1.69 0.062
H 6.88 -0.42 0.11 0.063
H 8.54 -1.03 0.32 0.088
H 8.42 1.29 0.44 0.085
C 7.59 -2.49 5.01 -0.159
O 8.41 -2.66 3.86 -0.125
H 7.40 -3.49 5.41 0.082
H 8.08 -1.90 5.78 0.080
H 6.62 -2.03 4.77 0.061
H 8.61 -1.79 3.50 0.057
C -3.77 0.04 2.58 -0.132
O -2.67 -0.32 1.76 -0.154
H -3.87 1.12 2.53 0.082
H -4.70 -0.42 2.23 0.085
H -3.62 -0.25 3.62 0.082
H -2.57 -1.29 1.80 0.053
C 2.83 -1.20 6.09 -0.159
O 3.34 -2.43 5.60 -0.123
H 2.79 -1.29 7.18 0.084
H 3.48 -0.36 5.84 0.074
H 1.82 -1.00 5.72 0.062
H 3.39 -2.38 4.65 0.041
C -1.55 -4.63 2.96 -0.128
O -1.84 -3.24 2.85 -0.150
H -1.88 -5.12 2.05 0.086
H -0.47 -4.78 3.07 0.075
H -2.06 -5.06 3.82 0.083
H -1.55 -2.82 3.67 0.082
C -1.77 6.14 -2.80 -0.165
O -0.50 5.91 -3.40 -0.124
H -1.92 7.22 -2.80 0.080
H -2.58 5.68 -3.37 0.073
H -1.80 5.79 -1.76 0.071
H -0.34 4.96 -3.42 0.052



77
Properties=species:S:1:pos:R:3:lowdin_charge:R:1 method="wB97M-V/def2-TZVPD" relative_energy_kcal_mol=0.0 charge=-1 e_lumo_ev=2.50 homo_lumo_gap_ev=5.28 e_homo_ev=-2.78
Cd -13.23 -10.06 -6.77 1.174
N -13.10 -10.82 -2.21 0.017
C -12.89 -10.26 -3.49 -0.890
S -12.43 -11.34 -4.78 0.421
N -13.10 -9.00 -3.63 -0.065
N -13.15 -8.52 -4.86 -0.099
C -13.34 -7.28 -4.99 -0.101
C -13.31 -6.68 -6.33 -0.294
C -13.63 -5.32 -6.44 -0.031
C -13.53 -4.68 -7.69 -0.081
C -13.24 -5.44 -8.81 -0.068
C -13.05 -6.78 -8.60 -0.097
N -13.03 -7.40 -7.39 0.081
H -12.63 -11.69 -1.96 0.065
H -13.23 -10.18 -1.35 0.119
H -13.43 -6.67 -4.18 0.080
H -13.86 -4.73 -5.54 0.106
H -13.71 -3.62 -7.79 0.099
H -13.17 -4.92 -9.74 0.097
H -12.91 -7.55 -9.36 0.094
O -15.67 -10.10 -6.44 -0.639
S -16.42 -9.41 -7.51 0.858
C -18.18 -9.56 -6.95 -0.298
C -18.32 -11.11 -6.96 -0.263
C -17.59 -11.73 -8.16 -0.210
C -16.69 -10.61 -8.79 -0.361
H -18.76 -9.13 -7.79 0.091
H -18.23 -9.11 -5.99 0.071
H -19.42 -11.39 -6.89 0.115
H -17.81 -11.45 -6.04 0.099
H -18.29 -12.20 -8.86 0.101
H -16.98 -12.56 -7.78 0.099
H -17.19 -9.96 -9.54 0.078
H -15.70 -10.87 -9.17 0.019
Cl -14.86 -9.30 -11.50 0.550
C -13.15 -9.78 -11.21 -0.570
C -12.31 -9.92 -12.30 -0.186
C -10.98 -10.25 -12.10 -0.185
C -10.49 -10.35 -10.82 -0.186
C -11.36 -10.24 -9.73 -0.670
Cl -10.54 -10.29 -8.24 0.606
C -12.79 -9.94 -9.77 -0.641
N -13.67 -10.00 -8.82 -0.213
H -12.57 -9.85 -13.37 0.098
H -10.32 -10.33 -12.98 0.079
H -9.48 -10.52 -10.57 0.061
C -12.86 -15.44 -10.07 -0.104
C -12.75 -14.08 -9.30 -0.538
C -13.84 -13.12 -9.78 -0.144
P -12.71 -14.00 -7.41 1.052
C -14.26 -15.01 -6.82 -0.509
C -14.10 -16.57 -6.75 -0.115
C -14.60 -14.42 -5.43 -0.169
C -11.27 -14.99 -6.99 -0.596
C -10.99 -14.98 -5.45 -0.130
C -10.04 -14.30 -7.69 -0.134
H -12.90 -15.19 -11.13 0.064
H -13.81 -15.96 -9.85 0.060
H -12.07 -16.14 -9.77 0.062
H -11.83 -13.61 -9.61 0.064
H -14.77 -13.48 -9.37 0.050
H -13.82 -13.08 -10.86 0.081
H -13.72 -12.07 -9.45 0.027
H -15.07 -14.80 -7.51 0.076
H -13.26 -16.71 -6.03 0.059
H -13.73 -16.92 -7.72 0.051
H -14.99 -17.13 -6.42 0.067
H -13.89 -14.70 -4.69 0.040
H -15.60 -14.76 -5.15 0.061
H -14.66 -13.28 -5.49 0.056
H -11.41 -16.00 -7.35 0.079
H -10.93 -13.93 -5.09 0.037
H -9.97 -15.42 -5.30 0.075
H -11.72 -15.47 -4.80 0.047
H -9.98 -13.25 -7.37 0.049
H -10.05 -14.27 -8.85 0.092
H -9.12 -14.79 -7.36 0.061



16
Properties=species:S:1:pos:R:3:nbo_charge:R:1 method="wB97M-V/def2-TZVPD" smiles="C=CC(C=C)C(=O)O" relative_energy_kcal_mol=126.7 e_lumo_ev=0.28 homo_lumo_gap_ev=9.82 e_homo_ev=-9.54
C -1.63 -1.13 0.27 -0.484
C -0.30 -1.24 -0.20 -0.212
C 0.56 -0.10 -1.03 -0.403
C 1.62 0.40 0.09 -0.197
C 1.21 0.45 1.52 -0.465
C -0.48 1.00 -1.36 0.781
O -0.76 1.12 -2.57 -0.554
O -1.27 1.33 -0.29 -0.709
H -1.98 -1.96 1.08 0.242
H -2.18 -0.18 -0.28 0.275
H 0.13 -2.33 -0.24 0.234
H 1.25 -0.46 -1.89 0.272
H 2.52 1.11 -0.07 0.237
H 1.86 0.91 2.48 0.236
H 0.23 -0.05 1.86 0.208
H -0.79 1.13 0.63 0.539



16
Properties=species:S:1:pos:R:3:lowdin_charge:R:1 method="wB97M-V/def2-TZVPD" relative_energy_kcal_mol=44.3 charge=+2 spin_multiplicity=2 e_lumo_ev="-12.71 / -14.17" homo_lumo_gap_ev="6.57 / 2.76" e_homo_ev="-19.28 / -16.93"
C 1.04 0.61 0.95 -0.570
C 1.16 -0.89 0.69 -0.002
O 1.29 -1.47 1.98 0.150
C 1.17 -0.54 2.93 -0.457
O 0.92 0.66 2.39 0.227
O 1.19 -0.77 4.10 0.390
O 0.12 1.31 0.37 -0.121
F 2.30 1.19 0.71 0.116
H 2.02 -1.16 0.07 0.163
In -0.65 1.69 -1.14 1.544
H 0.23 -1.29 0.11 0.170
C -2.60 0.13 -2.44 0.056
C -1.27 0.07 -2.52 -0.028
H -3.14 -0.06 -1.51 0.117
H -3.18 0.46 -3.32 0.142
H -0.59 0.05 -3.38 0.101



76
Properties=species:S:1:pos:R:3:lowdin_charge:R:1 method="wB97M-V/def2-TZVPD" relative_energy_kcal_mol=60.0 charge=+2 spin_multiplicity=5 e_lumo_ev="-6.16 / -8.82" homo_lumo_gap_ev="6.28 / 4.47" e_homo_ev="-12.44 / -13.29"
Ru 0.84 -0.83 -6.31 0.893
C -1.31 -0.37 -1.81 -0.285
C -2.42 -0.25 -2.55 -0.116
C -3.10 1.00 -2.91 -0.169
C -2.40 1.89 -4.02 -0.173
C -1.04 2.40 -3.78 -0.161
C -0.32 2.39 -2.64 -0.185
C -0.87 2.13 -1.28 -0.190
C -0.92 0.65 -0.78 -0.188
C 2.44 -0.15 -4.57 -0.490
H -0.85 -1.37 -1.67 0.076
H -2.86 -1.18 -2.98 0.097
H -3.21 1.64 -2.03 0.105
H -4.11 0.78 -3.29 0.120
H -2.45 1.34 -4.98 0.100
H -3.07 2.77 -4.13 0.130
H -0.52 2.75 -4.70 0.073
H 0.71 2.79 -2.65 0.102
H -1.90 2.49 -1.23 0.095
H -0.31 2.73 -0.56 0.120
H 0.04 0.38 -0.31 0.109
H -1.67 0.65 0.03 0.129
H 2.58 -1.18 -4.86 0.004
H 3.31 0.36 -4.17 0.062
H 1.97 0.47 -5.36 -0.091
P -0.37 -1.62 -7.99 0.832
P 1.09 0.76 -7.76 0.857
C -1.36 -0.16 -8.33 -0.234
C -0.65 1.01 -8.27 -0.213
C -0.49 -2.73 -9.39 -0.393
C -1.46 -2.52 -10.39 -0.086
C -1.75 -3.52 -11.31 -0.051
C -1.05 -4.74 -11.28 -0.038
C -0.02 -4.92 -10.34 -0.053
C 0.26 -3.92 -9.41 -0.086
C -1.11 -2.61 -6.62 -0.347
C -0.27 -2.64 -5.47 -0.238
C -0.90 -2.98 -4.23 -0.067
C -2.26 -3.31 -4.23 -0.052
C -3.02 -3.40 -5.41 -0.014
C -2.44 -3.02 -6.61 -0.047
C 2.04 0.87 -9.37 -0.310
C 1.88 -0.16 -10.30 -0.086
C 2.40 -0.02 -11.60 -0.043
C 3.13 1.12 -11.93 -0.046
C 3.34 2.13 -11.00 -0.042
C 2.77 2.01 -9.73 -0.071
C 1.66 2.32 -6.99 -0.406
C 3.00 2.40 -6.60 -0.140
C 3.45 3.50 -5.87 -0.047
C 2.57 4.53 -5.57 -0.037
C 1.26 4.49 -6.03 -0.047
C 0.79 3.38 -6.73 -0.096
H -2.37 -0.27 -8.71 0.089
H -0.94 2.00 -8.61 0.094
H -1.99 -1.58 -10.42 0.097
H -2.55 -3.37 -12.06 0.124
H -1.30 -5.53 -11.99 0.124
H 0.54 -5.86 -10.33 0.125
H 1.04 -4.06 -8.66 0.110
H 0.85 -2.69 -5.60 0.093
H -0.32 -2.95 -3.30 0.100
H -2.74 -3.55 -3.28 0.131
H -4.06 -3.74 -5.38 0.135
H -3.00 -3.06 -7.55 0.128
H 1.33 -1.07 -10.03 0.066
H 2.22 -0.80 -12.33 0.114
H 3.53 1.23 -12.95 0.124
H 3.91 3.02 -11.24 0.122
H 2.90 2.83 -9.01 0.105
H 3.70 1.59 -6.88 0.129
H 4.49 3.55 -5.55 0.121
H 2.92 5.39 -4.99 0.125
H 0.58 5.32 -5.85 0.121
H -0.25 3.32 -7.08 0.103
Br 0.94 -0.24 -3.31 0.953



Computed values of max |F| (unit: eV Å⁻¹) for the preceding records, in sequence: 5.52; 3.55; 0.86; 1.85; 4.68; 1.09; 3.08; 6.15; 6.27; 6.68.
Computed values of E_tot (unit: eV) for the preceding records, in sequence: -9212.1734; -9804.4585; -77240.6564; -101063.8239; -275323.0148; -62106.8810; -97660.7890; -10441.2316; -21320.5138; -128074.9694.